A 20-piece molecular cluster, C96H104N8O32 overall. Source: OMol25; level of theory: ωB97M-V with the def2-TZVPD basis set.

Gap between HOMO and LUMO in eV: 7.07
Total energy in eV: -178667.254
HOMO in Ha: -0.3318
Maximum force in eV/Å: 4.0
Multiplicity: 1
Energy relative to the best compared isomer or geometry (same formula, charge and spin) in kJ/mol: 0.00
LUMO in eV: -1.958

XYZ file:
```
240
Properties=species:S:1:pos:R:3:forces:R:3
C 8.753567 -2.945757 2.816246 -0.630 -0.395 1.530
C 7.978519 -2.930686 1.536655 1.238 0.887 0.607
O 8.484447 -2.500142 0.526889 0.856 0.286 -1.380
N 6.731057 -3.376511 1.535783 -1.811 -0.770 -0.631
C 6.118211 -3.732188 0.241185 0.691 -0.793 1.152
H 9.735772 -2.426137 2.810581 -0.926 -0.376 -0.310
H 8.854065 -3.999315 3.132457 0.330 0.350 -0.165
H 8.079738 -2.528673 3.594985 0.584 0.080 -0.185
H 6.188610 -3.641832 2.341752 0.518 -0.130 0.268
H 5.658167 -4.715502 0.409683 -0.226 0.323 -0.297
H 6.963734 -3.867496 -0.431979 -0.380 0.208 -0.339
H 5.403201 -3.001431 -0.114825 0.172 0.153 -0.104
C 5.381812 2.166387 4.254873 0.288 1.446 0.531
C 5.548939 2.884844 2.921916 0.191 -0.346 -0.375
O 5.538492 2.158305 1.927408 0.015 0.744 -0.035
N 5.675902 4.245899 2.883772 0.463 -0.601 -0.293
C 6.048151 4.993243 1.674927 0.706 -0.805 1.416
H 4.319937 1.946239 4.363687 -0.068 0.341 0.485
H 5.888412 2.668154 5.114275 -0.946 -0.067 -0.457
H 5.854536 1.220801 4.180768 0.546 -0.898 -0.409
H 5.693452 4.778469 3.725467 -0.115 -0.152 0.582
H 6.163708 4.246064 0.948879 -0.529 -0.675 -1.543
H 7.072967 5.356509 1.746331 -0.040 0.455 0.400
H 5.352304 5.778800 1.474227 -0.416 0.316 -0.303
C -0.283859 0.648668 -3.613234 -0.426 0.749 -1.278
C -0.356764 1.891774 -4.496515 -0.320 -0.714 1.145
O -0.377396 3.011444 -4.008173 -0.049 0.485 0.243
N -0.387542 1.712552 -5.800929 -0.012 -1.011 -2.691
C -0.444516 2.810382 -6.714361 1.215 1.205 -0.838
H 0.368531 0.969224 -2.848159 0.485 0.077 1.343
H 0.186738 -0.135991 -4.158619 0.312 -0.772 -0.432
H -1.262412 0.307189 -3.279621 -0.023 0.230 0.130
H -0.416333 0.839535 -6.320627 0.179 -0.542 1.205
H -1.209838 3.481024 -6.386498 -0.342 0.794 0.147
H -0.697624 2.513319 -7.754001 0.206 -0.264 0.782
H 0.549329 3.357683 -6.760345 -1.177 -0.442 0.102
C -5.879635 1.212309 -1.962079 1.391 1.938 0.258
C -5.135156 1.890771 -3.106285 -0.273 -0.549 -0.649
O -5.343318 3.049806 -3.449217 -0.054 0.050 0.373
N -4.275092 1.093587 -3.784255 0.320 -0.675 -1.242
C -3.837729 1.515523 -5.182600 -1.376 0.713 1.993
H -6.887746 1.004431 -2.256507 -0.460 -0.477 -0.173
H -5.903101 2.005975 -1.198353 -0.226 -0.461 0.052
H -5.269015 0.399196 -1.607535 -0.320 -0.629 0.249
H -4.241802 0.085443 -3.548046 0.063 1.107 -0.216
H -4.622734 2.239792 -5.488391 0.805 -0.189 0.049
H -3.921678 0.661554 -5.821827 0.505 -0.473 -0.276
H -2.851225 1.992326 -5.127479 -0.383 -0.288 -0.321
C 2.674226 -0.758483 5.634757 -2.500 0.578 -0.493
C 2.678170 -0.703039 4.073998 0.176 -0.196 0.217
O 1.717938 -0.344719 3.391591 0.965 -0.623 0.643
N 3.870805 -1.167194 3.545367 -0.059 0.277 1.905
C 4.096192 -1.526019 2.185453 -0.928 1.438 -0.706
H 1.594955 -0.638475 6.034961 1.684 -0.370 -0.901
H 3.209907 0.065821 6.063968 0.552 0.487 0.086
H 3.081162 -1.686154 6.002829 0.153 -0.307 0.034
H 4.661112 -1.200373 4.192410 -0.605 -0.143 -0.343
H 4.671737 -0.737121 1.666142 0.009 -0.622 -0.014
H 3.096666 -1.545658 1.772552 -0.199 0.307 -0.517
H 4.443502 -2.527773 2.076712 0.673 -0.389 0.047
C 3.037618 -2.942433 -5.076463 0.297 -1.434 0.186
C 2.890303 -4.327361 -5.784009 -0.129 0.144 -0.894
O 2.219236 -4.441048 -6.820808 -0.054 0.438 0.526
N 3.569351 -5.404904 -5.342200 0.990 -0.295 0.759
C 3.678453 -6.666686 -6.089433 -0.417 1.232 -0.781
H 4.071926 -2.754678 -4.793962 0.164 -0.133 -0.063
H 2.482164 -2.877892 -4.129855 -0.180 -0.074 -0.392
H 2.739979 -2.196201 -5.794075 -0.380 0.219 -0.069
H 4.084826 -5.341663 -4.470612 -0.336 0.117 -0.301
H 3.603393 -6.411760 -7.147897 0.285 -0.076 0.015
H 2.877106 -7.339856 -5.923021 -1.150 -0.462 0.498
H 4.563197 -7.247258 -5.894340 0.669 0.401 0.284
C -5.036183 6.875763 -1.219283 -0.843 -0.291 3.278
C -4.079743 5.853809 -0.631845 0.178 0.672 -0.643
O -3.276292 6.201670 0.225802 -0.083 -0.846 0.243
N -4.137266 4.617512 -1.200985 0.904 0.809 1.951
C -3.287493 3.530189 -0.761306 -1.299 -1.457 -1.927
H -5.081247 7.753774 -0.536081 0.262 -0.666 -0.388
H -6.031839 6.433805 -1.172630 -0.088 0.134 -0.760
H -4.684393 7.214709 -2.127930 0.322 0.455 -2.242
H -4.660939 4.476353 -2.019859 -0.948 -0.209 -1.047
H -3.885672 2.727594 -0.208361 1.121 1.060 -0.523
H -2.437128 3.884419 -0.268091 0.803 0.557 1.363
H -2.839032 3.125254 -1.693407 -0.460 -0.432 0.454
C -1.910389 -1.594105 -8.542896 0.663 0.706 -1.192
C -0.651367 -1.993277 -7.843359 0.781 -1.245 0.169
O -0.082608 -1.358700 -6.952349 -0.433 0.402 -0.380
N -0.108587 -3.170400 -8.267801 0.099 0.089 0.651
C -0.693750 -4.186220 -9.123941 -0.779 -0.241 0.435
H -2.132597 -0.564319 -8.327852 -0.298 0.316 0.467
H -2.760585 -2.243221 -8.330000 0.159 0.057 -0.197
H -1.618701 -1.582656 -9.620098 -0.712 -0.339 0.522
H 0.665031 -3.496955 -7.670921 -0.068 0.179 -0.392
H -1.071558 -5.014628 -8.517739 0.436 -0.258 0.128
H 0.041058 -4.564228 -9.833216 -0.137 0.081 -0.066
H -1.626002 -3.887299 -9.616310 0.582 0.492 -0.235
C 1.807376 6.007303 4.691396 -2.135 -0.804 1.701
C 0.642848 5.504773 5.237264 1.712 1.962 -0.582
C -0.019722 4.295682 4.733896 -1.487 -0.997 0.325
O -1.171808 4.028767 5.116276 2.016 0.122 -0.774
C 0.809851 3.449482 3.810473 -1.356 -1.562 0.335
C 1.979931 3.904869 3.409888 1.352 -0.836 -2.604
C 2.487783 5.287559 3.604654 -1.434 -0.910 1.681
O 3.391779 5.788279 3.011294 1.127 0.572 -1.171
H 2.314440 6.875702 5.103280 -0.289 0.096 -0.213
H 0.085759 6.049360 6.009190 0.346 -0.243 -0.221
H 0.503755 2.406658 3.434056 0.098 1.904 0.935
H 2.510592 3.251982 2.660893 -0.208 0.855 0.837
C -3.520437 -4.739169 -0.440500 -1.457 0.114 1.192
C -3.182494 -3.792153 -1.288328 1.025 1.215 -0.763
C -4.179857 -2.783846 -1.731814 -1.362 -0.511 0.701
O -3.899091 -1.727067 -2.228258 0.889 0.672 -0.700
C -5.623114 -3.054136 -1.434181 -0.636 -0.942 -0.165
C -5.995275 -4.140018 -0.738968 -0.909 0.401 0.630
C -4.980918 -4.956090 -0.031713 0.724 -1.555 -0.236
O -5.274798 -5.860737 0.744385 0.291 1.337 -0.746
H -2.794793 -5.260944 0.148140 0.279 -0.654 -0.044
H -2.134523 -3.564251 -1.565102 -0.588 -0.219 0.168
H -6.386894 -2.397482 -1.879041 0.648 -0.181 0.179
H -7.064926 -4.414892 -0.531408 1.197 0.389 -0.272
C -1.362384 6.579034 2.691214 -0.508 0.794 0.460
C -1.316341 5.396896 2.110522 1.071 -0.889 -1.082
C -2.383029 4.365152 2.375275 1.400 0.009 -1.400
O -2.261347 3.203601 2.018085 0.159 0.429 0.125
C -3.575017 4.818614 3.041290 -0.820 -2.222 0.321
C -3.624662 5.984942 3.615787 -0.015 2.179 0.339
C -2.538522 7.037089 3.491706 0.282 -3.740 -1.279
O -2.605378 8.108926 3.974991 -0.334 2.344 1.140
H -0.622356 7.342845 2.571469 0.471 0.244 -0.294
H -0.467676 5.173286 1.382583 -1.289 -0.143 1.220
H -4.328289 4.002289 3.155005 0.528 1.000 -0.040
H -4.490428 6.319180 4.136013 -0.503 0.200 0.515
C -4.728313 -1.876399 4.585864 -1.449 1.136 2.256
C -4.822258 -1.233182 3.434027 0.838 -0.883 -1.419
C -4.088793 -1.686558 2.187139 0.689 -0.535 -0.036
O -4.292519 -1.188285 1.079881 0.374 -0.704 1.543
C -3.082203 -2.837187 2.425099 -1.332 1.582 0.633
C -3.157090 -3.504276 3.577447 0.180 -0.388 0.173
C -3.912200 -3.058294 4.763706 0.467 -1.223 1.660
O -3.750348 -3.605997 5.874100 -0.455 1.086 -2.417
H -5.238953 -1.520659 5.542704 0.549 -0.395 -1.566
H -5.402191 -0.377645 3.252828 -0.868 1.104 0.191
H -2.289777 -2.966489 1.726869 0.195 -0.521 -0.768
H -2.603401 -4.385297 3.825506 0.758 -0.309 -0.293
C 2.792266 -4.171510 -0.566956 0.393 0.618 -0.010
C 1.927652 -3.858236 0.397566 1.212 0.653 0.423
C 0.741808 -4.637992 0.638091 -0.979 -0.584 0.834
O 0.116758 -4.462845 1.664515 -0.516 0.338 0.641
C 0.299877 -5.670618 -0.285129 1.680 0.145 -1.426
C 1.041550 -5.875343 -1.378344 0.340 -0.067 -0.021
C 2.367285 -5.199840 -1.550757 0.751 0.760 -1.874
O 3.042219 -5.371844 -2.576758 -1.082 -0.212 1.780
H 3.752860 -3.617248 -0.735062 -1.222 -0.770 0.012
H 2.064506 -3.101681 1.182839 0.181 -0.231 -0.664
H -0.540362 -6.250031 -0.038161 -1.173 -0.418 0.182
H 0.772881 -6.533134 -2.194920 -0.015 -0.238 0.120
C -1.714263 -0.006875 4.233513 0.542 -0.958 1.317
C -2.444657 1.094621 4.257573 0.000 0.140 0.489
C -3.395735 1.395790 5.375423 1.698 -0.748 -0.401
O -4.277096 2.192069 5.275674 -1.233 1.204 -0.278
C -3.177917 0.654403 6.624841 0.281 -0.163 0.045
C -2.430987 -0.446644 6.629728 -0.284 -0.476 1.750
C -1.643463 -0.899145 5.479431 -0.341 0.625 -1.410
O -0.940481 -1.877171 5.581249 0.307 -0.154 -0.332
H -1.008779 -0.173868 3.435604 0.264 -0.278 -0.017
H -2.245525 1.843871 3.524764 -0.606 0.390 -0.566
H -3.653125 1.082174 7.491467 -0.302 -0.263 0.235
H -2.332846 -1.087447 7.538098 -0.005 0.635 -0.796
C -3.014883 -3.536857 -6.000791 -1.552 -1.152 1.345
C -2.739047 -4.859828 -5.812867 0.113 1.841 -0.191
C -1.456396 -5.282636 -5.154526 -0.569 -1.238 -1.158
O -1.195253 -6.485631 -5.144834 0.129 1.441 0.488
C -0.596667 -4.198063 -4.662886 0.600 -1.950 -0.295
C -0.942604 -2.942000 -4.750604 0.438 0.328 0.527
C -2.187915 -2.513411 -5.326153 -1.251 2.058 -0.399
O -2.583125 -1.341327 -5.253777 0.397 -1.690 -0.007
H -4.048861 -3.143581 -6.213401 1.222 -0.644 -0.496
H -3.390987 -5.662059 -6.115633 -0.180 -0.077 -0.069
H 0.400328 -4.476787 -4.367849 0.134 -0.155 0.460
H -0.257208 -2.252406 -4.345961 0.390 1.117 0.114
C 2.399663 -4.049467 4.352322 -0.957 -0.271 -0.204
C 1.439337 -4.459379 5.188922 0.372 1.032 0.672
C 1.802234 -5.308480 6.360531 -0.120 -0.946 0.020
O 1.161878 -5.381465 7.391635 0.303 0.280 -0.758
C 3.028111 -6.154587 6.156727 0.817 -0.508 -0.354
C 3.882075 -5.925860 5.133136 -0.156 -0.042 0.538
C 3.661017 -4.793112 4.174526 -1.032 -0.118 -0.031
O 4.284420 -4.549918 3.156747 0.947 -0.581 0.469
H 2.177568 -3.312148 3.580487 0.084 -0.156 0.208
H 0.470278 -3.977424 5.173294 -0.127 -0.057 0.141
H 3.189271 -7.034984 6.834714 -0.262 1.129 -0.599
H 4.720589 -6.595583 4.975475 0.061 0.189 -0.112
C 4.726469 0.928082 -1.642735 0.827 0.022 0.414
C 5.338440 2.105623 -1.395992 1.427 -2.658 0.075
C 6.789104 2.041302 -0.865473 -1.783 0.186 -0.349
O 7.332285 3.054278 -0.515779 0.639 0.481 0.014
C 7.458303 0.725459 -0.779160 0.803 -0.492 -0.108
C 6.880001 -0.409189 -1.177696 -0.534 0.843 0.482
C 5.450356 -0.415569 -1.542370 -0.558 1.011 -0.719
O 4.864828 -1.440508 -1.859432 0.024 0.191 0.299
H 3.693545 0.848966 -1.948785 -0.050 0.171 -0.179
H 4.906326 3.049811 -1.608009 -0.384 0.734 0.227
H 8.507677 0.699270 -0.429347 -0.740 0.263 -0.195
H 7.396325 -1.336573 -1.127135 0.292 -0.677 0.010
C 1.508633 6.697113 -0.014316 -1.840 1.640 -0.244
C 2.208822 5.608249 -0.147697 2.627 -2.171 0.865
C 1.697124 4.406390 -0.898303 0.320 0.315 0.833
O 2.383256 3.399182 -0.951120 -0.355 0.212 -0.296
C 0.319360 4.497051 -1.425269 0.554 1.619 0.467
C -0.368115 5.663959 -1.327825 -0.436 -2.675 -2.355
C 0.149178 6.858964 -0.693688 1.526 -1.829 1.387
O -0.526035 7.812175 -0.497880 -0.909 2.143 -0.009
H 1.708308 7.519746 0.660186 0.496 0.055 -0.082
H 3.199566 5.404906 0.417009 -1.752 0.491 -1.001
H -0.000720 3.643046 -1.973488 -0.583 -0.427 -0.355
H -1.312756 5.654476 -1.905761 0.376 0.583 0.807
C -6.688345 4.565823 3.642487 0.570 1.431 0.936
C -6.838438 3.538260 4.468429 -0.696 -0.997 -2.718
C -7.122665 2.208726 3.867726 -0.118 -0.868 1.512
O -7.126475 1.279049 4.673429 -0.178 0.045 -1.211
C -7.398157 2.049373 2.423092 -0.490 0.189 0.529
C -7.326442 3.124562 1.647537 1.051 0.731 0.237
C -6.912373 4.511081 2.184289 -1.195 -2.201 -0.693
O -6.958053 5.434778 1.410395 0.487 0.449 0.521
H -6.371722 5.521202 4.036490 -0.286 0.261 -0.071
H -6.845273 3.402773 5.509496 0.535 0.796 1.308
H -7.805578 1.091585 2.109148 0.409 0.027 -0.111
H -7.459669 3.090812 0.581723 -0.335 0.042 -0.289
C 1.693637 0.191747 0.058678 -0.268 0.967 0.576
C 1.586098 -0.636070 -0.958943 1.147 -0.997 -1.176
C 0.312163 -1.297959 -1.259949 -0.872 0.256 0.596
O 0.244120 -2.283099 -1.960816 0.026 -0.436 -0.440
C -0.917989 -0.782914 -0.570714 -0.808 -1.668 -0.539
C -0.833658 0.044809 0.434822 0.846 1.221 1.329
C 0.459552 0.654772 0.784093 1.768 1.324 -0.357
O 0.612110 1.656393 1.468317 -0.908 -0.903 -0.137
H 2.595235 0.761228 0.321738 -0.286 -0.462 -0.067
H 2.442072 -0.952866 -1.600201 -0.653 0.284 0.605
H -1.901726 -1.257043 -0.739319 0.723 0.249 -0.499
H -1.643366 0.377618 1.043818 -0.763 0.093 0.154
```
Positions in Å, forces in eV/Å.